The following is a quantum chemistry calculation of a single C7H10NOP molecule in a non-equilibrium geometry, from the Open Molecules 2025 dataset.

Calculated total energy = -20245.935 eV
Structure (SMILES) = C[C@@H]1C=CCC/C1=N\P=O
2S+1 = 1
Highest occupied orbital energy = -9.3 eV
Kohn-Sham gap = 9.2 eV

CARTESIAN COORDINATES (ANGSTROEM)
C1 0.21535 2.19420 -0.24640
C2 0.19885 0.91222 0.60089
C3 1.58621 0.39535 0.57371
C4 1.88276 -0.90454 0.54998
C5 0.92195 -1.93992 0.03076
C6 -0.31544 -1.15007 -0.75827
C7 -0.78345 -0.03161 0.13145
N1 -2.12935 0.20229 0.21002
P1 -3.60657 -0.41673 0.29007
O1 -4.38905 0.35915 -0.69783
H1 0.02731 1.80295 -1.20647
H2 1.14164 2.59455 -0.21419
H3 -0.53186 2.97159 -0.10807
H4 -0.09542 1.15934 1.61746
H5 2.36406 0.95719 1.03533
H6 2.87391 -1.18351 0.74769
H7 1.25654 -2.63404 -0.75984
H8 0.51064 -2.58363 0.79950
H9 -1.06963 -1.97616 -0.92392
H10 -0.05846 -0.72861 -1.67187

These are the Löwdin partial charges, in e, on atoms 1 to 2: atom 1 (C): -0.0166, atom 2 (C): -0.3271